Entry 1:
{
  "formula": "C17H18F",
  "method": "the ωB97M-V functional and the def2-TZVPD basis",
  "elements": ["C", "C", "C", "C", "H", "H", "H", "H", "H", "H", "H", "H", "F", "C", "C", "C", "C", "C", "C", "C", "C", "C", "C", "C", "C", "C", "H", "H", "H", "H", "H", "H", "H", "H", "H", "H"],
  "coordinates": [[-1.77, -0.85, 2.68], [-0.43, -0.29, 2.57], [0.81, -0.88, 3.12], [1.87, -0.52, 2.05], [-2.46, 0.00, 2.73], [-2.10, -1.47, 1.83], [-1.88, -1.45, 3.60], [-0.29, 0.57, 1.93], [0.65, -1.97, 3.17], [2.82, -1.04, 2.20], [1.50, -0.81, 1.05], [2.06, 0.56, 2.05], [-0.68, -2.67, 8.48], [-0.83, -1.76, 7.47], [-2.09, -1.24, 7.21], [-2.18, -0.24, 6.23], [-1.07, 0.10, 5.48], [0.14, -0.60, 5.59], [1.23, -0.42, 4.51], [2.57, -1.10, 4.85], [3.75, -0.36, 4.72], [4.99, -0.97, 4.95], [5.03, -2.32, 5.35], [3.85, -3.06, 5.46], [2.62, -2.46, 5.16], [0.30, -1.42, 6.72], [-2.96, -1.59, 7.76], [-3.14, 0.24, 6.03], [-1.14, 0.90, 4.74], [1.41, 0.67, 4.45], [3.69, 0.69, 4.41], [5.90, -0.39, 4.82], [5.99, -2.79, 5.56], [3.87, -4.10, 5.78], [1.70, -3.06, 5.18], [1.27, -1.85, 7.01]],
  "nbo_charge": [-0.7855, 0.4975, -0.3613, -0.6016, 0.2881, 0.3358, 0.2849, 0.2049, 0.2643, 0.2697, 0.2248, 0.2230, -0.3161, 0.4212, -0.2701, -0.1882, -0.2498, -0.0210, -0.2231, -0.0544, -0.2151, -0.1829, -0.1926, -0.2128, -0.1770, -0.2694, 0.2524, 0.2329, 0.1996, 0.2345, 0.2180, 0.2320, 0.2345, 0.2324, 0.2128, 0.2577],
  "e_lumo_ev": -6.54,
  "homo_lumo_gap_ha": 0.2160,
  "total_charge": 1,
  "homo_energy_ev": -12.4,
  "mol_weight_g_mol": 241.33,
  "e_above_lowest_kj_mol": 75.2
}

***

Entry 2:
{
  "formula": "C6H10OSi",
  "method": "the ωB97M-V functional and the def2-TZVPD basis",
  "elements": ["C", "C", "C", "C", "C", "C", "O", "Si", "H", "H", "H", "H", "H", "H", "H", "H", "H", "H"],
  "coordinates": [[3.40, 1.95, 0.09], [3.29, 0.71, 0.17], [2.95, -0.61, 0.02], [-0.49, -1.03, -1.66], [-0.18, 1.55, 0.28], [-0.49, -1.55, 1.39], [3.35, -1.71, 0.03], [0.18, -0.33, -0.02], [3.24, 2.96, -0.14], [-0.08, -2.12, -1.99], [-1.52, -1.24, -1.66], [-0.23, -0.40, -2.61], [0.49, 1.90, 0.94], [-0.16, 2.10, -0.70], [-1.25, 1.65, 0.73], [0.30, -2.05, 1.82], [-1.01, -1.05, 2.14], [-1.13, -2.25, 0.97]],
  "nbo_charge": [-0.1454, -0.2081, 0.4339, -1.1537, -1.0893, -1.0493, -0.4817, 1.3305, 0.2360, 0.2560, 0.2315, 0.2441, 0.2272, 0.2411, 0.2399, 0.2358, 0.2265, 0.2250],
  "e_lumo_ev": [0.00, 0.00],
  "homo_lumo_gap_ha": [0.2654, 0.2654],
  "homo_energy_ev": [-7.2, -7.2],
  "mol_weight_g_mol": 126.23,
  "e_above_lowest_kj_mol": 477.6
}

***

Entry 3:
{
  "formula": "C3H3NO4",
  "method": "the ωB97M-V functional and the def2-TZVPD basis",
  "elements": ["O", "C", "O", "N", "C", "O", "C", "O", "H", "H", "H"],
  "coordinates": [[-0.48, 1.74, 0.94], [-0.42, 1.73, -0.26], [-0.06, 0.67, -1.04], [0.17, -0.47, -0.28], [-0.99, -1.16, 0.11], [-2.11, -0.74, -0.08], [1.45, -0.69, 0.17], [2.39, 0.06, -0.04], [-0.75, 2.55, -0.96], [-0.76, -2.09, 0.66], [1.55, -1.59, 0.77]],
  "nbo_charge": [-0.5391, 0.6484, -0.3239, -0.2162, 0.5271, -0.5191, 0.5204, -0.5270, 0.1463, 0.1428, 0.1403],
  "e_lumo_ev": 0.55,
  "homo_lumo_gap_ha": 0.4244,
  "homo_energy_ev": -11.0,
  "mol_weight_g_mol": 117.06,
  "smiles": "O=CON(C=O)C=O",
  "e_above_lowest_kj_mol": 235.8
}